(1)
Entry from the Open Molecules 2025 dataset: a 2-piece molecular cluster, C4H12O overall at a distorted geometry (wB97M-V/def2-TZVPD).

The geometry in XYZ format:
```
17
Properties=species:S:1:pos:R:3:forces:R:3:lowdin_charge:R:1
C 1.680495 0.685471 -2.107957 -2.248 0.119 -0.982 -0.10
C 2.079009 0.346131 -0.614237 0.774 2.837 -2.051 -0.33
O 1.493671 -0.709894 0.066379 -0.640 -0.286 -0.856 -0.07
H 1.365195 1.773153 -2.358256 0.917 -1.692 0.759 0.10
H 0.803605 0.115339 -2.446127 -0.627 0.097 0.673 0.05
H 2.291938 0.283618 -2.929907 0.908 0.539 0.706 0.06
H 3.118480 0.191680 -0.828336 0.867 -0.529 1.123 0.09
H 1.990438 1.334605 -0.090858 -0.016 -0.954 0.077 0.11
H 0.610276 -0.810602 -0.325540 0.344 -0.184 0.460 0.05
C -1.382510 -0.517560 0.956396 1.142 -4.142 0.491 -0.19
C -2.440059 -0.217061 1.973095 -2.978 0.212 -3.317 -0.18
H -1.612384 -1.003371 -0.080000 -0.529 0.954 1.950 0.11
H -0.774495 0.308235 0.757247 1.096 1.248 -0.085 0.03
H -0.777120 -1.352348 1.505956 -0.273 1.517 -1.360 0.11
H -3.107705 0.530886 1.521589 0.121 0.409 0.496 0.07
H -2.194644 0.065641 2.935548 1.232 0.704 1.723 0.04
H -3.144190 -1.023923 2.065007 -0.089 -0.848 0.193 0.06
```
Positions in Å, forces in eV/Å.

Its multiplicity is 1. The SMILES is CCO.CC. Its energy above the lowest of the compared OMol25 structures with the same formula, charge and spin is 42.2 kcal/mol.

---

(2)
Entry from the Open Molecules 2025 dataset: C16H7F5N3S2Tl as an isolated structure at a distorted geometry (wB97M-V/def2-TZVPD).

The geometry in XYZ format:
```
34
Properties=species:S:1:pos:R:3:forces:R:3:lowdin_charge:R:1
Tl -0.394096 -1.512917 1.460554 0.553 -0.429 -0.681 0.65
N -3.028135 2.003092 0.517482 0.037 -0.953 -0.308 0.16
C -1.905210 2.670483 1.034809 0.226 -0.773 -1.274 -0.18
C -1.659385 4.004015 1.397911 -1.543 -0.996 -0.152 -0.02
C -0.368348 4.314888 1.727729 0.261 1.061 0.348 -0.10
C 0.678992 3.413671 1.621280 0.491 -1.686 0.607 -0.08
C 0.459544 2.088133 1.261824 -0.666 -0.033 -0.199 0.00
C -0.874002 1.728736 0.938711 0.338 -0.898 -0.478 -0.20
N -1.388652 0.490860 0.391190 0.693 1.096 0.816 -0.01
C -2.644694 0.677315 0.149417 -0.328 3.347 0.802 -0.27
C -3.615151 -0.282683 -0.332526 -0.543 -1.826 -0.342 -0.30
C -4.992888 -0.241348 -0.306300 0.452 0.079 0.414 -0.35
S -5.719678 -1.764632 -0.691425 1.681 0.816 -0.003 1.02
C -4.088882 -2.363355 -0.885040 0.439 -0.816 0.958 -0.44
N -3.090606 -1.544755 -0.676297 -1.749 0.141 0.207 0.05
H -3.835029 2.454316 0.108178 0.135 -0.011 0.272 0.15
H -2.542062 4.651949 1.442265 0.738 0.209 0.134 0.12
H -0.126220 5.287724 2.131918 -0.160 0.209 -0.173 0.11
H 1.685974 3.613545 1.993331 -0.364 0.499 -0.321 0.11
H 1.309212 1.401096 1.247300 -0.470 0.004 -0.219 0.10
H -5.609652 0.529468 0.117150 -0.066 0.335 -0.239 0.07
H -3.971582 -3.458035 -0.836468 0.161 0.647 -0.811 0.09
F 6.490421 -3.167504 -1.214699 -0.625 0.501 -0.002 0.08
C 5.210910 -2.717135 -1.209449 -0.255 0.052 1.127 -0.12
C 4.318835 -3.213584 -2.172821 -0.707 1.043 0.902 -0.16
F 4.717382 -4.049813 -3.125510 0.228 -0.064 0.024 0.12
C 2.976873 -2.819878 -2.117021 -0.318 -0.356 0.567 -0.22
F 2.130884 -3.382329 -3.011322 0.519 0.393 0.226 0.05
C 2.419289 -1.987006 -1.103334 2.361 -0.499 -0.276 -0.65
S 0.831047 -1.423660 -1.154997 -1.762 0.343 0.443 0.48
C 3.351081 -1.537152 -0.151266 1.296 0.128 0.586 -0.22
F 2.952998 -0.659516 0.836913 0.241 -0.779 -0.791 -0.01
C 4.728274 -1.890852 -0.143076 -0.336 0.099 -1.229 -0.10
F 5.592556 -1.313137 0.753589 -0.960 -0.884 -0.934 0.07
```
Positions in Å, forces in eV/Å.

Its multiplicity is 1. Its energy above the lowest of the compared OMol25 structures with the same formula, charge and spin is 0.0 kcal/mol.

---

For reference, gap between HOMO and LUMO by record: 11.220, 6.418 eV.